# 1
The following is a DFT calculation (ωB97M-V/def2-TZVPD) of a cluster of 2 separate species, C5H10O2 in total.

XYZ file:
```
17
C5H10O2, DFT ωB97M-V/def2-TZVPD
C -2.027 -0.722 -0.450
C -1.205 0.545 -0.692
C -0.213 0.865 0.399
O 1.209 -1.630 -0.003
C 0.883 1.603 0.242
C 2.232 -0.842 -0.366
O 3.147 -0.533 0.350
H -2.810 -0.820 -1.209
H -1.400 -1.619 -0.485
H -2.521 -0.692 0.529
H -0.681 0.468 -1.655
H -1.889 1.399 -0.787
H -0.437 0.454 1.387
H 1.300 -1.784 0.952
H 1.573 1.791 1.060
H 1.161 2.008 -0.731
H 2.108 -0.526 -1.411
```

Calculated values
* E_tot: -9441.4366 eV
* 2S+1: 1
* structure (SMILES): C=CCC.O=CO
* HOMO level: -9.60 eV
* ΔE to the lowest compared entry with this formula, charge and spin: 37.0 kcal/mol
* largest force on an atom: 0.5 eV/A
* Kohn-Sham gap: 0.3852 Ha

# 2
The following is a DFT calculation (ωB97M-V/def2-TZVPD) of a cluster of 2 separate species, C3H4O2P in total at a distorted geometry.

XYZ file:
```
10
C3H4O2P, DFT ωB97M-V/def2-TZVPD
C 0.108 0.902 0.622
C -0.379 -1.943 -0.843
C 0.689 0.111 -0.313
O -0.066 -2.586 0.072
O -0.850 -1.749 -1.887
P -1.299 1.995 0.435
H 0.453 0.781 1.628
H 1.552 -0.466 0.137
H 0.740 0.123 -1.408
H -0.947 2.831 1.558
```

Calculated values
* E_tot: -16559.0721 eV
* 2S+1: 1
* HOMO level (spin up / spin down): -1.94 / -1.94 eV
* total charge: -1
* ΔE to the lowest compared entry with this formula, charge and spin: 29.1 kcal/mol
* largest force on an atom: 2.9 eV/A
* Kohn-Sham gap (spin up / spin down): 0.2069 / 0.2068 Ha

# 3
The following is a DFT calculation (ωB97M-V/def2-TZVPD) of a cluster of 2 separate species, C6H13N2 in total at a distorted geometry.

XYZ file:
```
21
C6H13N2, DFT ωB97M-V/def2-TZVPD
N -0.326 2.426 1.908
C -0.808 1.129 1.359
C -0.003 -1.193 1.892
C 0.274 0.048 1.437
H -1.046 3.118 1.801
H 0.406 2.719 1.301
H -1.159 1.205 0.287
H -1.704 0.821 1.924
H 0.774 -1.884 2.229
H -1.036 -1.513 2.069
H 1.309 0.349 1.203
C 0.731 -0.001 -1.750
C 2.043 -0.242 -1.875
C -1.337 -1.321 -1.750
N -0.072 -1.157 -1.533
H 0.163 0.901 -1.820
H 2.460 -1.238 -1.672
H 2.690 0.533 -2.260
H -1.835 -2.286 -1.643
H -1.947 -0.449 -1.922
H 0.423 -1.964 -1.184
```

Calculated values
* E_tot: -9403.6104 eV
* 2S+1: 1
* HOMO level: -12.52 eV
* total charge: +1
* ΔE to the lowest compared entry with this formula, charge and spin: 75.1 kcal/mol
* largest force on an atom: 1.9 eV/A
* Kohn-Sham gap: 0.2589 Ha

# 4
The following is a DFT calculation (ωB97M-V/def2-TZVPD) of a cluster of 2 separate species, O2S3 in total at a distorted geometry.

XYZ file:
```
5
O2S3, DFT ωB97M-V/def2-TZVPD
O -0.034 1.729 -0.119
O -1.184 0.177 1.125
S 2.704 -1.730 0.856
S -1.234 -0.464 -1.811
S -0.252 0.288 -0.050
```

Calculated values
* E_tot: -36598.0563 eV
* 2S+1: 1
* HOMO level (spin up / spin down): -0.07 / 0.36 eV
* total charge: -2
* ΔE to the lowest compared entry with this formula, charge and spin: 41.4 kcal/mol
* largest force on an atom: 3.7 eV/A
* Kohn-Sham gap (spin up / spin down): 0.1980 / 0.2033 Ha

# 5
The following is a DFT calculation (ωB97M-V/def2-TZVPD) of an isolated molecule of C5H6O.

XYZ file:
```
12
C5H6O, DFT ωB97M-V/def2-TZVPD
C -0.482 -1.041 0.962
C 0.715 -0.189 0.596
O 1.806 -0.633 0.333
C -0.234 0.491 -1.775
C -0.013 1.275 -0.743
C 0.400 1.327 0.491
H -0.462 -2.028 0.493
H -1.430 -0.540 0.746
H -0.401 -1.168 2.044
H -1.212 0.059 -1.959
H 0.602 0.187 -2.401
H 0.564 2.130 1.210
```

Calculated values
* E_tot: -7326.7228 eV
* 2S+1: 1
* structure (SMILES): C=C=CC(C)=O
* HOMO level: -9.40 eV
* ΔE to the lowest compared entry with this formula, charge and spin: 59.1 kcal/mol
* largest force on an atom: 0.7 eV/A
* Kohn-Sham gap: 0.3694 Ha

# 6
The following is a DFT calculation (ωB97M-V/def2-TZVPD) of a cluster of 8 separate species, C32H52F32O20P4 in total at a distorted geometry.

XYZ file:
```
140
C32H52F32O20P4, DFT ωB97M-V/def2-TZVPD
C -0.260 3.868 -0.158
C -0.253 5.061 -1.123
C -1.185 4.824 -2.380
F -0.927 5.808 -3.254
F -0.865 3.620 -2.965
F -0.643 6.112 -0.438
F 0.991 5.245 -1.567
O -1.657 3.509 -0.057
C -2.310 3.718 1.137
C -3.780 3.224 1.050
F -4.383 3.408 2.210
F -4.351 4.007 0.058
F -1.664 3.043 2.108
F -2.183 5.016 1.552
H -0.038 4.145 0.896
H 0.401 3.071 -0.490
H -2.249 4.679 -2.175
H -3.935 2.189 0.794
C 1.953 -4.941 1.462
C 0.717 -5.882 1.450
C 0.561 -6.717 2.801
F -0.572 -7.333 2.676
F 1.598 -7.540 2.927
F -0.371 -5.030 1.340
F 0.769 -6.678 0.417
O 1.897 -4.140 2.604
C 3.104 -3.693 3.216
C 2.653 -2.616 4.344
F 1.732 -3.143 5.198
F 3.776 -2.284 4.949
F 3.741 -4.761 3.785
F 3.990 -3.085 2.409
H 1.781 -4.247 0.653
H 2.857 -5.522 1.323
H 0.617 -6.119 3.687
H 2.174 -1.740 3.879
C -2.907 1.636 4.903
C -2.328 2.850 5.648
C -1.907 2.404 7.063
F -1.558 3.542 7.729
F -2.949 1.846 7.687
F -1.252 3.359 5.054
F -3.240 3.789 5.728
O -1.957 0.556 4.863
C -2.440 -0.722 4.912
C -1.283 -1.756 4.777
F -1.824 -2.982 4.941
F -0.731 -1.699 3.585
F -3.050 -0.997 6.107
F -3.412 -0.909 3.948
H -3.244 1.812 3.879
H -3.811 1.305 5.440
H -1.063 1.713 7.080
H -0.618 -1.569 5.623
C -2.558 -0.206 -8.292
C -3.688 -1.097 -8.749
C -4.904 -1.036 -7.836
F -5.359 0.197 -7.899
F -5.898 -1.798 -8.354
F -3.993 -0.675 -9.984
F -3.237 -2.328 -8.803
O -2.188 -0.777 -7.006
C -0.880 -0.588 -6.686
C -0.621 -1.164 -5.260
F -0.893 -2.474 -5.213
F 0.718 -1.073 -4.956
F -0.061 -1.098 -7.631
F -0.453 0.698 -6.654
H -2.908 0.822 -8.177
H -1.652 -0.221 -8.934
H -4.644 -1.411 -6.819
H -1.188 -0.565 -4.555
C 1.646 6.017 2.485
O 1.407 4.638 2.844
P 2.480 3.458 2.557
O 3.727 3.472 3.295
O 1.646 2.141 2.719
C 1.220 1.672 3.942
O 2.605 3.642 0.970
C 3.770 3.295 0.280
H 1.084 6.099 1.542
H 2.724 6.207 2.268
H 1.306 6.694 3.214
H 2.016 1.022 4.416
H 0.298 1.094 3.815
H 1.096 2.453 4.637
H 4.168 2.298 0.522
H 4.548 4.015 0.454
H 3.571 3.288 -0.786
C -6.171 -2.759 2.047
O -5.471 -1.534 2.017
P -4.538 -1.000 0.834
O -3.690 0.105 1.205
O -3.754 -2.294 0.319
C -2.573 -2.727 1.087
O -5.491 -0.835 -0.389
C -4.864 -0.371 -1.601
H -5.590 -3.600 1.751
H -7.012 -2.720 1.385
H -6.460 -3.037 3.043
H -1.840 -1.967 0.914
H -2.254 -3.594 0.514
H -2.870 -2.944 2.114
H -5.497 0.308 -2.190
H -4.553 -1.186 -2.249
H -3.994 0.233 -1.311
C -1.290 0.412 -1.344
O 0.023 0.025 -1.834
P 0.604 -1.388 -1.510
O 2.035 -1.580 -1.751
O 0.194 -1.635 -0.004
C 1.061 -1.043 0.970
O -0.424 -2.316 -2.256
C -0.119 -3.679 -2.497
H -1.871 -0.460 -1.115
H -1.864 0.886 -2.139
H -1.177 0.999 -0.451
H 0.508 -1.096 1.917
H 1.368 -0.044 0.788
H 1.981 -1.660 0.957
H 0.798 -3.778 -3.068
H -0.912 -4.069 -3.164
H -0.258 -4.249 -1.578
C 5.631 1.587 -3.975
O 6.203 0.946 -2.829
P 6.931 -0.461 -2.861
O 7.282 -1.040 -4.152
O 8.146 -0.136 -1.896
C 9.334 0.472 -2.392
O 5.983 -1.315 -1.883
C 5.598 -0.725 -0.618
H 6.391 2.046 -4.640
H 4.943 2.361 -3.632
H 4.959 0.905 -4.533
H 9.068 1.413 -2.886
H 9.809 -0.201 -3.143
H 9.991 0.603 -1.553
H 5.258 -1.607 -0.106
H 4.936 0.107 -0.760
H 6.481 -0.322 -0.198
```

Calculated values
* E_tot: -199101.2315 eV
* 2S+1: 1
* structure (SMILES): FC(F)C(F)(F)COC(F)(F)C(F)F.FC(F)C(F)(F)COC(F)(F)C(F)F.FC(F)C(F)(F)COC(F)(F)C(F)F.FC(F)C(F)(F)COC(F)(F)C(F)F.COP(=O)(OC)OC.COP(=O)(OC)OC.COP(=O)(OC)OC.COP(=O)(OC)OC
* HOMO level: -10.69 eV
* ΔE to the lowest compared entry with this formula, charge and spin: 0.0 kcal/mol
* largest force on an atom: 3.6 eV/A
* Kohn-Sham gap: 0.3927 Ha

# 7
The following is a DFT calculation (ωB97M-V/def2-TZVPD) of an isolated molecule of C3H5F at a distorted geometry.

XYZ file:
```
9
C3H5F, DFT ωB97M-V/def2-TZVPD
C 0.620 0.323 -0.345
C -0.751 -0.101 0.198
C -1.493 -1.006 0.911
F -2.806 -0.955 1.044
H 0.972 -0.057 -1.441
H 1.358 -0.102 0.292
H 0.471 1.439 -0.214
H -1.476 0.622 -0.188
H -1.103 -1.875 1.349
```

Calculated values
* E_tot: -5907.5795 eV
* 2S+1: 1
* structure (SMILES): C/C=C/F
* HOMO level: -9.31 eV
* ΔE to the lowest compared entry with this formula, charge and spin: 24.2 kcal/mol
* largest force on an atom: 4.4 eV/A
* Kohn-Sham gap: 0.3820 Ha

# 8
The following is a DFT calculation (ωB97M-V/def2-TZVPD) of an isolated molecule of CH2P2S3 at a distorted geometry.

XYZ file:
```
8
CH2P2S3, DFT ωB97M-V/def2-TZVPD
C -0.100 0.366 -0.243
P -0.878 1.569 -1.085
P -3.106 -1.425 0.460
S -3.081 -1.179 -1.456
S -2.707 1.909 -0.042
S -2.920 0.479 1.412
H -0.445 -0.120 0.657
H 0.857 0.047 -0.613
```

Calculated values
* E_tot: -52152.5460 eV
* 2S+1: 1
* structure (SMILES): C=P#S#S#P=S
* HOMO level: -8.88 eV
* ΔE to the lowest compared entry with this formula, charge and spin: 26.6 kcal/mol
* largest force on an atom: 1.1 eV/A
* Kohn-Sham gap: 0.2710 Ha

# 9
The following is a DFT calculation (ωB97M-V/def2-TZVPD) of a structure of composition C33H41GaGe2N3OSe2.

XYZ file:
```
83
C33H41GaGe2N3OSe2, DFT ωB97M-V/def2-TZVPD
Ga 1.391 -1.502 -0.844
C 4.020 1.491 0.764
C 3.393 0.359 0.032
N 2.372 -0.280 0.462
N 1.797 0.013 1.679
C 0.523 0.207 1.601
O -0.062 0.222 0.406
C -0.231 0.335 2.871
C -0.350 -0.803 3.663
C -1.053 -0.748 4.855
C -1.621 0.449 5.267
C -1.482 1.590 4.490
C -0.792 1.534 3.290
C 3.909 -0.124 -1.271
C 5.094 0.316 -1.825
C 5.521 -0.248 -3.023
C 4.735 -1.207 -3.639
C 3.525 -1.544 -3.053
N 3.126 -1.018 -1.898
H 3.753 2.433 0.279
H 3.666 1.507 1.792
H 5.106 1.409 0.765
H 0.100 -1.733 3.335
H -1.156 -1.637 5.462
H -2.159 0.498 6.204
H -1.909 2.527 4.819
H -0.689 2.429 2.690
H 5.680 1.079 -1.336
H 6.457 0.065 -3.467
H 5.037 -1.678 -4.563
H 2.855 -2.256 -3.519
C -2.188 -3.755 -1.583
Se -0.700 -3.623 -0.336
C 0.266 -5.141 -1.105
C 1.502 -5.504 -0.309
Se 2.803 -4.051 -0.242
C 2.550 -3.541 1.629
H -1.805 -3.796 -2.600
H -2.820 -2.881 -1.459
H -2.748 -4.656 -1.348
H 0.512 -4.889 -2.137
H -0.435 -5.976 -1.107
H 2.013 -6.347 -0.772
H 1.268 -5.763 0.722
H 2.860 -4.367 2.263
H 1.506 -3.293 1.816
H 3.178 -2.674 1.825
C 1.000 3.805 1.241
Ge -0.175 3.532 -0.299
C -1.370 5.037 -0.617
C 0.938 3.049 -1.840
Ge -1.499 1.446 -0.129
C -1.775 0.800 -1.941
C -1.579 -0.508 -2.371
C -1.840 -0.869 -3.686
C -2.295 0.078 -4.592
C -2.500 1.386 -4.176
C -2.242 1.741 -2.860
C -2.970 1.075 1.067
C -3.195 -0.186 1.613
C -4.292 -0.403 2.432
C -5.172 0.637 2.707
C -4.954 1.895 2.167
C -3.849 2.116 1.355
H 1.850 4.396 0.896
H 1.372 2.865 1.647
H 0.508 4.360 2.038
H -0.781 5.952 -0.690
H -2.078 5.150 0.203
H -1.918 4.912 -1.549
H 1.706 3.809 -1.994
H 0.347 2.961 -2.749
H 1.428 2.090 -1.650
H -1.225 -1.259 -1.675
H -1.696 -1.893 -4.009
H -2.482 -0.199 -5.621
H -2.860 2.128 -4.876
H -2.414 2.768 -2.551
H -2.502 -0.998 1.423
H -4.458 -1.382 2.863
H -6.024 0.467 3.351
H -5.641 2.703 2.377
H -3.679 3.108 0.948
```

Calculated values
* E_tot: -337491.1637 eV
* 2S+1: 2
* HOMO level (spin up / spin down): -12.84 / -13.36 eV
* total charge: +2
* ΔE to the lowest compared entry with this formula, charge and spin: 0.0 kcal/mol
* largest force on an atom: 0.6 eV/A
* Kohn-Sham gap (spin up / spin down): 0.2352 / 0.2305 Ha

# 10
The following is a DFT calculation (ωB97M-V/def2-TZVPD) of a structure of composition C35H23IN3SV at a distorted geometry.

XYZ file:
```
64
C35H23IN3SV, DFT ωB97M-V/def2-TZVPD
V 0.783 -0.711 0.288
I 0.538 -3.863 0.182
C 0.668 -3.774 2.305
C 0.617 -4.974 2.956
C 0.671 -4.998 4.362
C 0.758 -3.823 5.051
C 0.811 -2.579 4.378
C 0.898 -1.377 5.109
C 0.979 -0.183 4.449
C 0.981 -0.139 3.046
C 0.873 -1.272 2.246
C 0.784 -2.518 2.945
H 0.533 -5.899 2.402
H 0.640 -5.948 4.879
H 0.790 -3.823 6.135
H 0.891 -1.418 6.193
H 1.043 0.741 5.013
H 1.056 0.840 2.584
C 1.288 4.093 -2.699
C 0.248 3.191 -2.408
C 0.439 2.184 -1.502
C 1.686 2.001 -0.850
C 1.922 0.916 0.058
C 3.172 0.821 0.635
C 4.195 1.755 0.368
C 3.980 2.784 -0.502
C 2.726 2.929 -1.140
C 2.493 3.970 -2.069
H 1.125 4.886 -3.419
H -0.707 3.296 -2.908
H -0.372 1.514 -1.258
H 3.393 0.018 1.334
H 5.160 1.652 0.851
H 4.765 3.501 -0.713
H 3.301 4.663 -2.277
N -8.301 3.017 1.774
C -7.245 2.595 1.591
C -5.941 2.064 1.372
C -4.805 2.840 1.627
C -3.547 2.317 1.430
C -3.380 0.997 0.975
C -4.528 0.229 0.713
C -5.786 0.753 0.909
C -2.090 0.461 0.774
C -0.968 -0.005 0.598
H -4.933 3.856 1.976
H -2.666 2.915 1.622
H -4.405 -0.786 0.359
H -6.669 0.161 0.707
N -0.006 -1.395 -6.581
C 1.152 -1.379 -5.830
S 2.622 -1.415 -6.647
C 1.027 -1.319 -4.414
C -0.236 -1.260 -3.749
C -0.304 -1.147 -2.394
N 0.793 -1.077 -1.587
C 2.007 -1.206 -2.208
C 2.162 -1.315 -3.553
H 0.149 -1.588 -7.555
H -0.830 -1.817 -6.184
H -1.164 -1.275 -4.304
H -1.262 -1.082 -1.895
H 2.877 -1.198 -1.561
H 3.147 -1.394 -3.988
```

Calculated values
* E_tot: -85760.2303 eV
* 2S+1: 2
* HOMO level (spin up / spin down): -3.38 / -4.17 eV
* total charge: -1
* ΔE to the lowest compared entry with this formula, charge and spin: 5.9 kcal/mol
* largest force on an atom: 1.5 eV/A
* Kohn-Sham gap (spin up / spin down): 0.2013 / 0.2187 Ha

# 11
The following is a DFT calculation (ωB97M-V/def2-TZVPD) of a structure of composition C18H39Cl10CuN2O3 at a distorted geometry.

XYZ file:
```
73
C18H39Cl10CuN2O3, DFT ωB97M-V/def2-TZVPD
Cu 0.807 3.479 4.119
C -1.254 -0.079 -1.119
C -0.333 -0.355 0.121
O 0.241 0.767 0.720
H -0.820 0.335 -2.029
H -2.005 0.632 -0.776
H -1.867 -0.935 -1.402
H 0.345 -1.135 -0.226
H -0.939 -0.823 0.897
Cl -5.152 -4.473 5.092
C -4.778 -4.076 3.407
C -4.912 -5.350 2.570
Cl -4.191 -5.185 0.990
H -3.812 -3.574 3.368
H -5.463 -3.291 3.087
H -5.986 -5.490 2.450
H -4.389 -6.178 3.050
Cl -5.832 4.877 -1.569
C -5.064 5.169 -0.023
C -6.030 4.945 1.145
Cl -6.359 3.174 1.285
H -4.891 6.244 -0.056
H -4.100 4.665 0.043
H -7.018 5.399 1.067
H -5.603 5.153 2.126
Cl 7.197 0.745 -0.231
C 6.054 1.593 -1.333
C 5.362 0.484 -2.207
Cl 6.478 -0.118 -3.469
H 6.569 2.344 -1.933
H 5.375 2.241 -0.779
H 4.541 0.796 -2.853
H 5.064 -0.346 -1.567
Cl -2.457 -1.132 -6.864
C -4.083 -1.725 -7.317
C -5.085 -1.393 -6.260
Cl -6.780 -1.622 -6.772
H -4.082 -2.773 -7.617
H -4.357 -1.158 -8.206
H -4.948 -0.339 -6.017
H -4.955 -2.011 -5.372
Cl 1.904 -7.368 1.918
C 2.664 -6.631 0.440
C 2.983 -7.648 -0.618
Cl 3.633 -6.885 -2.080
H 3.574 -6.070 0.654
H 1.992 -5.916 -0.035
H 2.148 -8.261 -0.957
H 3.741 -8.336 -0.244
C 3.373 -0.994 6.454
O 2.658 -0.038 6.193
N 2.884 -2.245 6.690
C 3.783 -3.359 6.938
C 1.455 -2.593 6.671
H 4.472 -0.964 6.494
H 3.583 -4.113 6.177
H 3.636 -3.753 7.943
H 4.805 -3.054 6.713
H 0.987 -2.925 7.598
H 0.961 -1.682 6.333
H 1.257 -3.322 5.885
C 1.876 5.761 -3.603
O 2.438 5.289 -4.676
N 1.863 7.085 -3.296
C 1.332 7.419 -2.019
C 2.524 8.127 -4.139
H 1.318 5.208 -2.832
H 0.243 7.381 -2.052
H 1.619 8.451 -1.815
H 1.672 6.704 -1.269
H 3.409 8.502 -3.625
H 2.829 7.742 -5.112
H 1.899 9.011 -4.267
```

Calculated values
* E_tot: -198272.8229 eV
* 2S+1: 2
* HOMO level (spin up / spin down): -10.98 / -10.98 eV
* total charge: +1
* largest force on an atom: 5.4 eV/A
* Kohn-Sham gap (spin up / spin down): 0.1296 / 0.1297 Ha